# 1
Formula: C3H9AlBO4
Source: OMol25
Level of theory: wB97M-V/def2-TZVPD

Values from the calculation:
* HOMO energy: -4.93 eV
* charge: -1
* Kohn-Sham gap: 8.416 eV
* relative energy (zero: lowest compared OMol25 entry of this formula, charge and spin): 0.0 kcal per mole

Last column: Löwdin charge in e.
Cartesian coordinates (Å):
O1 -1.206 1.487 2.872  0.086
B1 -0.783 0.258 2.366  -0.804
O2 -1.465 -0.829 2.916  0.106
C1 0.309 0.130 1.287  -0.091
Al1 -0.430 0.820 -0.468  0.180
O3 0.931 1.187 -1.564  -0.231
C2 1.310 -0.046 -2.113  -0.294
C3 0.155 -1.110 -1.948  -0.301
O4 -1.027 -0.483 -1.522  -0.226
H1 -1.083 2.160 2.192  0.055
H2 -1.263 -1.622 2.405  0.083
H3 1.155 0.796 1.480  0.052
H4 0.669 -0.894 1.158  0.043
H5 -1.496 2.000 -0.164  -0.030
H6 2.207 -0.442 -1.613  0.094
H7 1.556 0.088 -3.175  0.093
H8 0.484 -1.865 -1.215  0.087
H9 -0.023 -1.634 -2.895  0.096

# 2
Formula: C22H41F4N5PRu
Source: OMol25
Level of theory: wB97M-V/def2-TZVPD

Values from the calculation:
* HOMO energy (spin up / spin down): -14.11 / -14.24 eV
* charge: +2
* Kohn-Sham gap (spin up / spin down): 9.411 / 6.504 eV
* relative energy (zero: lowest compared OMol25 entry of this formula, charge and spin): 0.0 kcal per mole
* 2S+1: 2

Last column: Mulliken spin population.
Cartesian coordinates (Å):
Ru1 0.174 0.096 0.670  0.204
C1 -1.853 -1.852 1.888  0.004
C2 -0.664 -1.998 2.842  -0.007
N1 0.570 -1.399 2.255  -0.013
C3 1.496 -2.490 1.791  0.004
C4 2.092 -2.234 0.419  -0.004
N2 1.166 -1.485 -0.449  0.007
C5 0.189 -2.351 -1.148  0.002
C6 -0.947 -2.708 -0.221  0.001
N3 -1.408 -1.511 0.527  -0.005
H1 -2.462 -1.032 2.225  0.002
H2 -2.482 -2.746 1.896  0.000
H3 -0.469 -3.041 3.089  0.000
H4 -0.898 -1.502 3.783  -0.004
H5 1.037 -0.878 2.987  0.002
H6 0.936 -3.420 1.802  0.000
H7 2.307 -2.627 2.508  -0.002
H8 2.394 -3.181 -0.039  -0.001
H9 2.985 -1.643 0.515  0.001
H10 1.709 -1.024 -1.172  -0.001
H11 0.676 -3.253 -1.528  0.000
H12 -0.189 -1.800 -2.005  0.000
H13 -0.645 -3.460 0.505  0.000
H14 -1.769 -3.146 -0.790  0.000
H15 -2.196 -1.114 0.034  -0.001
C7 3.473 0.426 1.569  0.000
N4 2.199 1.094 1.206  0.000
C8 1.920 1.949 2.384  -0.002
C9 2.487 1.908 0.016  0.025
C10 1.243 2.499 -0.585  -0.050
N5 0.268 1.455 -0.936  0.517
C11 -0.392 1.578 -2.142  0.009
C12 -1.309 0.595 -2.579  0.074
F1 -1.612 -0.435 -1.777  0.012
C13 -1.946 0.605 -3.799  -0.068
F2 -2.763 -0.403 -4.081  -0.006
C14 -1.758 1.630 -4.701  0.176
C15 -0.910 2.646 -4.308  -0.054
F3 -0.710 3.682 -5.108  -0.007
C16 -0.258 2.642 -3.090  0.142
F4 0.462 3.739 -2.851  0.013
H16 4.181 1.188 1.907  -0.001
H17 3.922 -0.062 0.711  0.001
H18 3.333 -0.284 2.383  -0.001
H19 1.040 2.544 2.226  0.000
H20 2.772 2.608 2.585  0.000
H21 1.766 1.321 3.261  0.000
H22 2.967 1.256 -0.718  -0.002
H23 3.201 2.705 0.256  -0.001
H24 1.553 3.092 -1.431  -0.001
H25 0.773 3.181 0.122  0.031
H26 -2.259 1.648 -5.659  0.007
C17 -3.186 2.197 3.935  0.000
C18 -2.377 1.192 3.110  -0.009
P1 -1.371 1.820 1.681  0.019
C19 -1.000 3.501 2.388  -0.001
C20 -0.238 4.626 1.676  0.001
C21 -2.741 2.179 0.505  -0.014
C22 -2.648 3.473 -0.304  0.004
H27 -3.832 1.655 4.625  0.000
H28 -3.834 2.816 3.313  0.000
H29 -2.556 2.851 4.532  0.000
H30 -3.091 0.497 2.671  -0.001
H31 -1.719 0.624 3.773  -0.001
H32 -0.539 3.305 3.361  0.000
H33 -2.000 3.877 2.603  -0.001
H34 0.843 4.504 1.707  0.000
H35 -0.452 5.561 2.194  0.000
H36 -0.545 4.764 0.641  -0.001
H37 -3.657 2.215 1.098  0.000
H38 -2.828 1.309 -0.148  0.000
H39 -2.725 4.346 0.343  0.000
H40 -3.475 3.526 -1.012  -0.002
H41 -1.722 3.559 -0.869  0.001

# 3
Formula: C38H103N9O15V2
Source: OMol25
Level of theory: wB97M-V/def2-TZVPD

Values from the calculation:
* HOMO energy: -8.86 eV
* charge: 0
* Kohn-Sham gap: 9.421 eV

Last column: Löwdin charge in e.
Cartesian coordinates (Å):
O1 -19.383 -9.729 -6.659  -0.327
V1 -20.727 -9.945 -5.883  0.847
O2 -21.913 -8.814 -6.219  -0.409
O3 -19.723 -5.966 -4.692  -0.384
V2 -19.919 -7.262 -3.703  0.825
O4 -19.643 -6.835 -2.201  -0.340
O5 -20.322 -9.184 -4.003  -0.458
C1 -19.762 -10.209 -3.091  -0.174
C2 -20.658 -11.392 -3.408  -0.297
O6 -20.695 -11.475 -4.783  -0.341
H1 -19.819 -9.828 -2.088  0.113
H2 -18.704 -10.322 -3.428  0.096
H3 -21.638 -11.248 -2.928  0.096
H4 -20.053 -12.280 -2.978  0.133
C3 -26.793 -9.219 -4.956  -0.063
C4 -26.021 -10.391 -5.634  -0.412
C5 -25.963 -10.156 -7.131  -0.194
O7 -27.035 -10.774 -7.847  -0.200
C6 -26.813 -11.356 -9.158  -0.081
N1 -24.660 -10.478 -5.068  0.053
H5 -26.855 -9.459 -3.896  0.060
H6 -27.803 -8.975 -5.333  0.084
H7 -26.198 -8.280 -5.084  0.072
H8 -26.572 -11.328 -5.372  0.139
H9 -25.050 -10.569 -7.560  0.107
H10 -26.125 -9.101 -7.349  0.123
H11 -25.815 -11.143 -9.649  0.096
H12 -27.642 -11.029 -9.745  0.070
H13 -26.791 -12.444 -9.105  0.073
H14 -24.064 -9.868 -5.627  0.035
H15 -24.664 -10.154 -4.082  0.061
C7 -19.021 -11.646 1.430  -0.041
C8 -19.107 -13.120 1.032  -0.431
C9 -17.887 -14.003 1.436  -0.190
O8 -17.714 -14.075 2.862  -0.188
C10 -16.994 -15.249 3.236  -0.117
N2 -20.335 -13.732 1.424  0.048
H16 -19.162 -11.552 2.500  0.079
H17 -19.774 -11.075 0.970  0.038
H18 -18.068 -11.204 1.148  0.082
H19 -19.041 -13.163 -0.086  0.137
H20 -16.965 -13.564 0.998  0.129
H21 -17.965 -15.023 1.020  0.093
H22 -15.952 -15.309 2.825  0.097
H23 -17.474 -16.139 2.869  0.067
H24 -16.963 -15.334 4.336  0.091
H25 -20.574 -13.499 2.419  0.115
H26 -20.282 -14.711 1.464  0.033
C11 -16.613 -6.337 -5.392  -0.044
C12 -16.704 -7.194 -4.157  -0.365
C13 -16.537 -6.426 -2.823  -0.224
O9 -16.406 -7.483 -1.915  -0.207
C14 -16.173 -6.998 -0.583  -0.075
N3 -17.954 -8.056 -4.148  0.043
H27 -16.449 -7.050 -6.202  0.082
H28 -15.786 -5.637 -5.374  0.078
H29 -17.630 -5.824 -5.475  0.087
H30 -15.808 -7.839 -4.014  0.131
H31 -17.259 -5.678 -2.524  0.120
H32 -15.570 -5.899 -3.071  0.138
H33 -15.262 -6.365 -0.597  0.093
H34 -16.094 -7.902 0.032  0.090
H35 -17.021 -6.378 -0.257  0.090
H36 -17.999 -8.532 -5.053  0.092
H37 -17.745 -8.761 -3.472  0.064
C15 -21.401 -18.506 1.096  -0.066
C16 -21.847 -17.267 0.323  -0.429
C17 -20.926 -16.905 -0.836  -0.212
O10 -19.801 -16.172 -0.432  -0.193
C18 -18.852 -15.971 -1.476  -0.090
N4 -23.169 -17.595 -0.239  0.048
H38 -21.930 -18.590 2.046  0.078
H39 -20.393 -18.335 1.371  0.062
H40 -21.568 -19.427 0.550  0.084
H41 -21.902 -16.433 1.087  0.141
H42 -21.462 -16.316 -1.532  0.075
H43 -20.628 -17.841 -1.285  0.130
H44 -19.132 -15.210 -2.266  0.098
H45 -18.500 -16.927 -1.915  0.103
H46 -17.983 -15.603 -1.023  0.044
H47 -23.619 -18.143 0.482  0.063
H48 -23.730 -16.718 -0.310  0.083
C19 -17.803 -12.345 -7.381  -0.067
C20 -17.164 -13.089 -6.249  -0.437
C21 -17.528 -12.476 -4.914  -0.178
O11 -17.017 -11.155 -4.588  -0.225
C22 -15.571 -11.096 -4.549  -0.073
N5 -17.711 -14.467 -6.319  0.022
H49 -18.810 -12.244 -7.261  0.010
H50 -17.673 -12.805 -8.394  0.107
H51 -17.396 -11.338 -7.425  0.083
H52 -16.096 -13.269 -6.381  0.131
H53 -17.225 -13.164 -4.108  0.123
H54 -18.625 -12.333 -4.849  0.108
H55 -15.301 -10.014 -4.287  0.097
H56 -15.119 -11.449 -5.491  0.087
H57 -15.154 -11.623 -3.724  0.067
H58 -17.405 -15.041 -5.481  0.089
H59 -18.746 -14.401 -6.227  0.066
C23 -21.625 -12.320 -9.584  -0.028
C24 -21.012 -11.210 -8.717  -0.369
C25 -21.339 -9.783 -9.240  -0.195
O12 -22.712 -9.460 -9.129  -0.232
C26 -23.079 -8.085 -9.051  -0.088
N6 -21.589 -11.162 -7.364  -0.006
H60 -22.731 -11.994 -9.691  0.107
H61 -21.437 -13.287 -9.117  0.073
H62 -21.204 -12.256 -10.583  0.074
H63 -19.903 -11.212 -8.600  0.123
H64 -21.060 -9.568 -10.280  0.129
H65 -20.748 -9.012 -8.623  0.127
H66 -22.820 -7.555 -9.939  0.069
H67 -22.511 -7.620 -8.188  0.089
H68 -24.144 -7.931 -8.865  0.080
H69 -21.666 -12.068 -6.859  0.069
H70 -22.580 -10.936 -7.584  0.100
C27 -21.201 -15.280 -4.280  -0.047
C28 -22.548 -15.128 -5.091  -0.356
C29 -23.753 -14.958 -4.105  -0.201
O13 -23.756 -16.109 -3.295  -0.222
C30 -25.029 -16.701 -3.130  -0.105
N7 -22.391 -14.013 -6.067  0.030
H71 -20.331 -15.601 -4.861  0.070
H72 -21.328 -16.046 -3.581  0.025
H73 -20.970 -14.324 -3.783  0.059
H74 -22.695 -16.061 -5.664  0.141
H75 -24.742 -14.952 -4.694  0.137
H76 -23.701 -14.006 -3.581  0.099
H77 -25.562 -16.685 -4.068  0.071
H78 -25.660 -16.155 -2.447  0.079
H79 -24.850 -17.757 -2.826  0.101
H80 -23.137 -14.110 -6.735  0.061
H81 -22.452 -13.091 -5.533  0.077
C31 -23.044 -5.018 -3.663  -0.086
C32 -22.857 -6.314 -3.011  -0.393
C33 -24.328 -6.851 -2.826  -0.122
O14 -24.404 -8.215 -2.243  -0.210
C34 -24.107 -8.338 -0.866  -0.100
N8 -22.052 -7.188 -3.905  0.009
H82 -23.476 -5.175 -4.702  0.113
H83 -22.050 -4.468 -3.914  0.125
H84 -23.725 -4.431 -3.140  0.055
H85 -22.286 -6.244 -1.972  0.174
H86 -24.834 -6.999 -3.816  0.122
H87 -24.906 -6.125 -2.240  0.125
H88 -24.107 -9.395 -0.653  0.057
H89 -24.734 -7.778 -0.185  0.090
H90 -23.135 -7.989 -0.624  0.068
H91 -22.289 -8.121 -3.649  0.072
H92 -22.286 -7.049 -4.886  0.087
C35 -22.832 -13.839 -1.146  -0.074
C36 -23.192 -12.402 -1.015  -0.412
C37 -24.417 -12.388 0.002  -0.164
O15 -25.591 -12.999 -0.547  -0.213
C38 -26.392 -12.176 -1.406  -0.094
N9 -22.119 -11.616 -0.401  0.057
H93 -21.978 -14.048 -1.794  0.071
H94 -23.723 -14.379 -1.443  0.069
H95 -22.410 -14.219 -0.188  0.082
H96 -23.472 -11.892 -1.991  0.132
H97 -24.677 -11.363 0.230  0.095
H98 -24.273 -13.015 0.822  0.108
H99 -25.962 -12.048 -2.417  0.074
H100 -26.616 -11.188 -0.933  0.096
H101 -27.304 -12.769 -1.549  0.087
H102 -21.652 -12.296 0.177  0.021
H103 -22.477 -10.908 0.258  0.075

# 4
Formula: CH6N2OS
Source: OMol25
Level of theory: wB97M-V/def2-TZVPD

Values from the calculation:
* HOMO energy: -9.33 eV
* charge: 0
* Kohn-Sham gap: 9.949 eV
* relative energy (zero: lowest compared OMol25 entry of this formula, charge and spin): 63.8 kcal per mole

Last column: Löwdin charge in e.
Cartesian coordinates (Å):
C1 -0.946 -0.116 -0.614  -0.271
N1 -0.417 -1.750 -0.228  0.023
N2 0.827 1.424 1.105  -0.181
O1 1.358 0.515 -1.141  -0.544
S1 0.252 1.272 -0.499  0.849
H1 -1.827 -0.153 -0.099  0.023
H2 -1.056 -0.105 -1.666  0.039
H3 0.316 -1.893 -0.815  -0.036
H4 -0.024 -1.807 0.739  0.045
H5 1.065 0.534 1.489  0.032
H6 0.452 2.080 1.730  0.021

# 5
Formula: C4H38O14S
Source: OMol25
Level of theory: wB97M-V/def2-TZVPD

Values from the calculation:
* HOMO energy: -8.39 eV
* charge: 0
* Kohn-Sham gap: 8.314 eV
* relative energy (zero: lowest compared OMol25 entry of this formula, charge and spin): 28.3 kcal per mole

Last column: Löwdin charge in e.
Cartesian coordinates (Å):
C1 1.198 1.227 -1.724  -0.090
C2 0.456 0.181 -0.883  -0.251
C3 0.041 -0.784 -2.026  -0.481
S1 -0.891 -2.400 -1.519  0.817
C4 -2.545 -1.914 -0.996  -0.424
H1 0.981 2.272 -1.498  0.056
H2 2.280 1.073 -1.603  0.060
H3 1.238 0.943 -2.796  0.065
H4 -0.571 0.453 -0.497  0.106
H5 1.061 -0.319 -0.131  0.074
H6 0.944 -0.990 -2.617  0.059
H7 -0.714 -0.299 -2.673  0.008
H8 -3.396 -1.924 -1.720  0.059
H9 -2.841 -2.795 -0.442  0.021
H10 -2.400 -0.941 -0.559  -0.013
H11 1.052 1.782 3.823  0.003
H12 0.242 3.035 3.111  0.005
O1 1.095 2.618 3.288  -0.087
H13 0.170 -2.668 2.343  -0.007
H14 -1.278 -2.115 2.611  0.048
O2 -0.355 -1.854 2.476  -0.074
H15 -3.014 0.713 -0.754  0.002
H16 -2.776 2.183 -0.272  0.056
O3 -3.397 1.433 -0.224  -0.060
H17 3.206 0.422 -0.312  0.010
H18 3.905 -0.390 0.823  0.057
O4 3.189 -0.408 0.178  -0.057
H19 -3.288 -0.040 2.459  0.034
H20 -3.408 1.138 1.430  -0.021
O5 -3.092 0.893 2.319  -0.081
H21 -1.788 4.232 2.342  0.072
H22 -1.775 2.681 2.140  0.031
O6 -1.641 3.531 1.707  -0.035
H23 1.844 2.783 0.893  -0.004
H24 2.946 2.063 1.673  0.030
O7 2.792 2.659 0.931  -0.053
H25 0.597 4.015 -0.020  0.017
H26 -0.828 3.670 0.075  -0.009
O8 -0.180 3.980 -0.582  -0.063
H27 0.714 -4.816 -0.580  -0.012
H28 0.196 -5.299 0.818  0.012
O9 0.274 -5.524 -0.110  -0.067
H29 0.106 -0.337 3.811  0.046
H30 1.649 -0.291 4.189  0.057
O10 0.812 0.173 4.270  -0.056
H31 2.001 -1.844 -1.514  -0.014
H32 3.355 -2.385 -1.696  0.039
O11 2.439 -2.661 -1.846  -0.078
H33 1.796 -3.283 1.077  0.068
H34 2.379 -4.008 2.325  0.077
O12 1.626 -3.478 2.026  -0.055
H35 -1.408 0.851 -2.830  0.034
H36 -2.569 1.610 -2.940  0.079
O13 -2.359 0.743 -2.570  -0.069
H37 -0.393 -0.575 -5.408  0.054
H38 0.559 0.744 -4.850  0.034
O14 -0.241 0.242 -4.947  -0.031

Number 1 is which compound? C3H9AlBO4

What is the charge in the third record? 0

Which of these has the highest charge? C22H41F4N5PRu